(A)
20
Properties=species:S:1:pos:R:3 method="wB97M-V/def2-TZVPD" e_lumo_ev=0.811 homo_lumo_gap_ha=0.354
C 0.84 -1.66 -2.24
C 0.64 -0.86 -0.99
C 1.49 0.06 -0.54
N 1.07 1.12 0.34
H 0.00 -1.52 -2.92
H 0.92 -2.73 -2.05
H 1.77 -1.37 -2.73
H -0.22 -1.08 -0.35
H 2.55 0.06 -0.76
H 1.78 1.84 0.40
H 0.95 0.76 1.29
H -0.87 -0.20 2.84
H 0.49 -0.75 2.42
O 0.08 -0.04 2.94
H -0.61 1.80 -0.04
H -1.64 2.47 -0.87
O -1.57 2.10 0.02
H -3.16 -0.46 0.84
H -2.07 0.61 0.98
O -2.45 -0.17 1.42

---

(B)
20
Properties=species:S:1:pos:R:3 method="wB97M-V/def2-TZVPD" e_lumo_ev=0.568 homo_lumo_gap_ha=0.399
C 1.03 2.60 -0.46
C 0.30 1.85 0.66
C -2.06 1.59 0.50
N -0.90 1.24 0.14
H 1.51 1.91 -1.17
H 1.79 3.25 -0.01
H 0.29 3.18 -0.98
H 0.89 1.04 1.09
H 0.06 2.56 1.47
H -2.22 2.56 0.99
H -2.90 0.91 0.34
H 0.85 -1.57 2.69
H 1.75 -1.68 1.50
O 1.75 -1.77 2.46
H -0.80 -0.25 -1.09
H -1.46 -0.58 -2.39
O -0.83 -0.96 -1.78
H 0.05 -2.60 -1.22
H 0.78 -3.62 -2.07
O 0.32 -3.54 -1.22

---

Which of them is the most stable, and which is the least stable? (A) and (B), in that order.

---

(A)
20
Properties=species:S:1:pos:R:3 method="wB97M-V/def2-TZVPD" e_lumo_ev=0.699 homo_lumo_gap_ha=0.371
C -1.90 0.39 -0.81
N -1.77 -0.95 -0.35
C -0.65 -1.28 0.47
O 0.22 -2.09 -0.39
C -1.36 0.78 -2.17
H -1.58 1.07 0.02
H -3.06 0.36 -0.96
H -2.62 -1.45 -0.05
H -0.85 -1.93 1.42
H -0.25 -0.37 0.82
H -0.36 -2.08 -1.14
H -1.76 1.81 -2.37
H -1.86 0.08 -2.95
H -0.27 0.73 -2.36
H 2.36 -0.57 -0.19
H 3.91 -0.62 -0.12
O 3.16 -0.08 -0.58
H 2.26 1.65 4.16
H 3.26 2.74 3.70
O 3.11 1.80 3.84

---

(B)
20
Properties=species:S:1:pos:R:3 method="wB97M-V/def2-TZVPD" e_lumo_ev=0.672 homo_lumo_gap_ha=0.344
C -0.29 0.06 0.33
C 0.89 0.84 0.75
C 0.96 2.02 -0.19
O 1.69 1.83 -1.39
N -0.48 -1.19 1.07
H -0.16 -0.17 -0.78
H -1.19 0.72 0.35
H 1.82 0.33 0.47
H 0.78 1.22 1.84
H 1.43 2.86 0.27
H -0.12 2.39 -0.38
H 1.56 2.47 -2.09
H 0.07 -2.06 0.91
H -1.35 -1.12 1.39
H -4.90 2.09 1.59
H -3.44 1.56 1.35
O -3.93 2.40 1.52
H 1.47 -6.21 -1.81
H 1.98 -4.93 -2.71
O 1.75 -5.27 -1.79

---

Which of them is the most stable, and which is the least stable? (A) and (B), in that order.

---

(A)
20
Properties=species:S:1:pos:R:3 method="wB97M-V/def2-TZVPD" e_lumo_ev=-4.836 homo_lumo_gap_ha=0.137
C -2.14 1.33 -0.13
C -0.79 1.19 -0.20
N 0.11 1.44 0.88
C 1.36 0.80 0.62
H -2.60 1.65 0.79
H -2.76 0.98 -0.95
H -0.29 0.75 -1.04
H -0.04 1.29 1.98
H 1.99 1.46 1.16
H 1.79 0.80 -0.41
H 1.57 -0.19 1.10
H -1.17 -1.31 -1.88
H -1.16 -0.95 -3.36
O -1.81 -1.08 -2.67
H 0.26 -1.35 -1.39
H 0.30 1.40 4.08
O 0.55 0.98 3.26
H 1.40 -2.31 -0.75
H 1.45 -3.85 -0.71
O 1.97 -3.02 -0.40

---

(B)
20
Properties=species:S:1:pos:R:3 method="wB97M-V/def2-TZVPD" e_lumo_ev=0.702 homo_lumo_gap_ha=0.325
C 0.60 2.19 1.49
C 0.21 0.76 1.83
C -0.42 -0.03 0.96
N -0.85 -1.34 1.25
H 0.03 2.85 2.14
H 1.64 2.35 1.74
H 0.32 2.40 0.46
H 0.32 0.47 2.87
H -0.47 0.26 -0.08
H -1.49 -1.68 0.56
H -1.22 -1.46 2.17
H 3.44 -1.00 -5.61
H 2.11 -0.29 -5.41
O 2.83 -0.38 -6.05
H 2.01 1.27 -0.27
H 3.04 2.37 -0.78
O 2.52 1.61 -1.01
H -5.60 -2.69 1.82
H -5.12 -2.10 3.15
O -4.83 -2.63 2.40

---

(C)
20
Properties=species:S:1:pos:R:3 method="wB97M-V/def2-TZVPD" e_lumo_ev=0.663 homo_lumo_gap_ha=0.313
C -1.32 -4.46 2.00
C -0.11 -3.75 1.27
C -0.01 -2.74 0.39
N 1.04 -2.16 -0.37
H -0.83 -5.36 2.51
H -1.62 -3.61 2.63
H -2.01 -4.85 1.26
H 0.87 -4.29 1.43
H -1.00 -2.12 0.25
H 0.83 -1.42 -1.03
H 2.04 -2.41 -0.01
H 1.91 1.92 0.74
H 3.39 2.12 0.95
O 2.78 1.94 0.24
H -0.41 4.99 -1.36
H 0.56 4.13 -2.19
O 0.41 4.92 -1.76
H -2.73 6.18 -1.94
H -1.54 5.67 -2.77
O -2.25 5.32 -2.23

---

Which of them is the most stable, and which is the least stable? (B) and (A), in that order.

---

(A)
50
Properties=species:S:1:pos:R:3 method="wB97M-V/def2-TZVPD" e_lumo_ev=0.358 homo_lumo_gap_ha=0.355
C 1.37 1.48 3.30
C 1.59 1.98 4.75
O 0.80 3.06 5.08
O 1.71 2.54 2.36
H 0.35 1.17 3.05
H 2.04 0.63 3.25
H 2.62 2.20 5.00
H 1.33 1.18 5.44
H 1.32 3.82 4.80
H 1.08 3.26 2.30
C 0.04 0.31 -0.62
C 0.36 -0.81 0.36
O -0.31 -2.01 0.17
O 0.44 -0.10 -1.87
H 0.53 1.22 -0.27
H -1.04 0.38 -0.54
H 0.15 -0.53 1.40
H 1.43 -0.98 0.47
H -0.20 -2.14 -0.77
H 1.38 0.06 -2.01
C -1.40 -3.23 -3.14
C -1.36 -2.06 -4.07
O -1.60 -0.79 -3.43
O -0.10 -3.46 -2.55
H -1.54 -4.16 -3.69
H -2.26 -3.16 -2.48
H -2.14 -2.14 -4.83
H -0.42 -1.92 -4.60
H -0.97 -0.70 -2.71
H 0.03 -4.40 -2.44
C 3.87 1.54 -1.80
C 3.02 2.00 -0.68
O 2.97 1.11 0.47
O 3.03 0.64 -2.47
H 4.76 0.98 -1.53
H 4.08 2.40 -2.44
H 2.05 2.40 -0.97
H 3.44 2.94 -0.33
H 2.41 1.51 1.14
H 3.52 0.43 -3.27
C -4.38 -0.96 1.50
C -3.39 0.15 1.03
O -3.58 0.34 -0.40
O -4.06 -2.18 0.86
H -5.36 -0.82 1.04
H -4.59 -1.05 2.57
H -2.39 -0.15 1.35
H -3.62 1.10 1.53
H -3.61 -0.54 -0.77
H -3.39 -2.56 1.44

---

(B)
50
Properties=species:S:1:pos:R:3 method="wB97M-V/def2-TZVPD" e_lumo_ev=-0.089 homo_lumo_gap_ha=0.314
C -23.31 -8.46 -10.51
C -23.29 -7.20 -11.48
O -24.34 -6.29 -11.18
O -22.70 -8.22 -9.20
H -22.65 -9.20 -10.95
H -24.34 -8.82 -10.45
H -23.41 -7.52 -12.51
H -22.35 -6.66 -11.40
H -24.44 -5.81 -12.00
H -21.85 -7.84 -9.45
C -26.32 -5.49 -11.22
C -26.17 -4.50 -10.04
O -26.11 -5.12 -8.75
O -27.66 -5.95 -11.27
H -25.65 -6.35 -11.14
H -26.02 -4.98 -12.13
H -26.89 -3.70 -10.20
H -25.25 -3.93 -10.13
H -25.39 -5.75 -8.66
H -28.34 -5.27 -11.26
C -19.97 -6.97 -10.22
C -20.46 -5.50 -10.13
O -21.12 -5.33 -8.86
O -20.98 -8.01 -10.31
H -19.36 -7.20 -9.35
H -19.41 -6.93 -11.16
H -21.09 -5.31 -10.99
H -19.56 -4.89 -10.15
H -22.07 -5.40 -9.01
H -20.54 -8.86 -10.28
C -23.49 -4.86 -9.16
C -24.26 -5.89 -8.40
O -25.12 -6.79 -9.16
O -22.53 -5.58 -9.93
H -22.92 -4.21 -8.51
H -23.97 -4.18 -9.87
H -24.97 -5.35 -7.78
H -23.60 -6.54 -7.82
H -24.64 -7.14 -9.91
H -23.00 -5.95 -10.67
C -25.20 -6.09 -6.11
C -25.26 -7.46 -6.83
O -24.78 -8.49 -6.03
O -26.06 -6.09 -5.01
H -25.43 -5.26 -6.79
H -24.14 -5.99 -5.86
H -24.64 -7.36 -7.72
H -26.28 -7.54 -7.19
H -23.87 -8.22 -5.84
H -25.46 -6.16 -4.26

---

(C)
50
Properties=species:S:1:pos:R:3 method="wB97M-V/def2-TZVPD" e_lumo_ev=0.054 homo_lumo_gap_ha=0.352
C 0.74 -4.84 0.14
C 0.57 -4.03 -1.15
O 1.40 -4.52 -2.08
O 0.00 -4.38 1.22
H 1.84 -4.84 0.41
H 0.46 -5.86 -0.15
H 0.80 -3.01 -0.89
H -0.51 -4.04 -1.50
H 1.51 -3.79 -2.72
H -0.88 -4.37 0.89
C -0.75 -0.41 -0.66
C -1.01 -0.69 0.78
O -0.69 0.29 1.73
O 0.67 -0.19 -0.95
H -1.26 0.47 -1.07
H -1.03 -1.28 -1.29
H -0.37 -1.48 1.05
H -2.09 -0.99 0.86
H -1.18 1.11 1.57
H 0.97 0.72 -0.71
C 3.19 -1.74 -2.52
C 3.86 -0.44 -2.05
O 4.17 0.32 -3.27
O 1.86 -1.52 -2.94
H 3.27 -2.49 -1.67
H 3.74 -2.06 -3.42
H 4.79 -0.65 -1.53
H 3.22 0.17 -1.41
H 3.31 0.54 -3.67
H 1.48 -1.08 -2.16
C 1.61 2.96 0.94
C 0.27 3.63 1.53
O -0.47 4.34 0.48
O 1.22 2.41 -0.29
H 1.89 2.20 1.68
H 2.33 3.75 0.81
H 0.38 4.37 2.32
H -0.38 2.88 1.92
H -0.59 5.22 0.82
H 0.67 3.01 -0.83
C -4.05 2.66 1.50
C -4.30 1.79 2.74
O -4.15 0.36 2.39
O -2.76 2.30 0.98
H -4.22 3.70 1.82
H -4.85 2.50 0.69
H -5.32 1.95 3.08
H -3.64 2.01 3.57
H -3.24 0.04 2.61
H -2.49 3.01 0.41

---

(D)
50
Properties=species:S:1:pos:R:3 method="wB97M-V/def2-TZVPD" e_lumo_ev=0.414 homo_lumo_gap_ha=0.379
C -8.87 -0.36 16.73
C -8.68 -0.19 18.27
O -9.41 -1.16 18.95
O -8.19 -1.50 16.20
H -8.39 0.39 16.11
H -9.93 -0.33 16.47
H -8.90 0.76 18.76
H -7.63 -0.39 18.49
H -9.34 -0.99 19.89
H -7.25 -1.32 16.20
C -13.07 -6.68 22.37
C -11.78 -7.11 21.63
O -10.74 -7.56 22.48
O -13.72 -7.74 23.14
H -13.79 -6.25 21.67
H -12.90 -5.93 23.14
H -11.29 -6.25 21.18
H -12.01 -7.87 20.88
H -10.99 -8.36 22.95
H -14.27 -8.24 22.54
C -9.56 -10.96 18.50
C -10.74 -12.02 18.69
O -11.49 -12.14 17.48
O -8.48 -11.37 17.66
H -9.13 -10.72 19.47
H -9.99 -10.05 18.08
H -11.34 -11.83 19.59
H -10.40 -13.05 18.78
H -10.94 -12.36 16.72
H -7.91 -12.05 18.02
C -12.09 -5.37 16.37
C -13.05 -4.21 16.44
O -12.99 -3.64 17.76
O -10.76 -5.06 16.88
H -11.95 -5.88 15.42
H -12.51 -6.21 16.91
H -14.05 -4.50 16.12
H -12.83 -3.45 15.68
H -12.06 -3.45 17.93
H -10.46 -4.26 16.44
C -16.20 -0.41 21.21
C -15.07 0.56 20.70
O -14.97 0.33 19.31
O -17.47 0.13 20.89
H -16.06 -0.63 22.28
H -16.08 -1.35 20.67
H -14.14 0.58 21.28
H -15.40 1.59 20.82
H -14.74 -0.60 19.23
H -17.42 1.00 21.28

---

Which of them is the most stable, and which is the least stable? (C) and (B), in that order.